[1]
Formula: C2H12O3S2
Source: the OMol25 dataset
Level of theory: wB97M-V/def2-TZVPD

Element x y z (Å)
C: -0.871 -1.186 1.010
C: -2.104 -0.296 1.149
S: -2.900 0.067 -0.458
S: -1.425 1.050 -1.522
H: -0.104 -0.590 0.505
H: -1.008 -2.058 0.374
H: -0.416 -1.500 1.953
H: -1.773 0.620 1.631
H: -2.884 -0.839 1.682
H: -0.915 -0.053 -2.082
O: 2.251 1.200 -1.650
H: 3.125 1.105 -1.270
H: 1.719 1.608 -0.962
O: 1.138 -1.666 -1.662
H: 1.110 -0.738 -1.467
H: 1.962 -1.873 -2.155
O: 0.860 1.780 1.315
H: 0.825 0.974 1.787
H: 1.412 2.397 1.822

Computed properties:
Energy relative to the best compared isomer or geometry (same formula, charge and spin) in kcal per mole: 10.4
F_max in eV Å⁻¹: 1.99
HOMO in eV: -8.93
Structure (SMILES): CCSS.O.O.O
Net charge: 0
Frontier orbital gap in eV: 9.23

Mulliken population analysis, charges in e, atoms 1 to 8: -0.7172 -0.2554 -0.0948 -0.2040 -0.1099 0.3172 0.3745 0.2452

[2]
Formula: C8H18ClIO2PV
Source: the OMol25 dataset
Level of theory: wB97M-V/def2-TZVPD

Element x y z (Å)
C: 0.989 1.424 -0.643
I: -2.225 -1.156 0.182
H: 1.916 1.249 -0.109
H: 0.607 2.333 -0.203
H: 1.247 1.626 -1.675
V: 0.482 -0.662 0.117
P: 1.033 -1.472 -1.875
C: 0.012 -1.133 -3.320
C: 2.739 -1.003 -2.218
H: 1.290 -3.383 -0.438
H: 1.617 -3.745 -2.171
H: -0.073 -3.585 -1.572
C: 0.957 -3.223 -1.473
H: 3.337 -1.074 -1.302
H: 3.117 -1.694 -2.972
H: 0.458 -1.685 -4.155
H: -0.006 -0.055 -3.540
H: 2.790 0.028 -2.583
H: -1.017 -1.468 -3.140
C: -0.622 0.675 -0.808
O: -1.489 1.342 -1.283
Cl: 1.658 -1.328 1.884
C: -1.581 0.468 3.631
C: -1.383 1.618 2.650
C: -2.164 2.910 2.860
O: -0.620 1.594 1.709
H: -2.036 0.849 4.543
H: -0.591 0.032 3.820
H: -2.189 -0.333 3.196
H: -1.425 3.704 2.705
H: -2.897 2.994 2.045
H: -2.652 3.006 3.830

Computed properties:
F_max in eV Å⁻¹: 5.10
HOMO (spin up / spin down) in eV: -16.48 / -16.56
⟨S²⟩: 2.1224
2S+1: 3
Net charge: +2
Frontier orbital gap (spin up / spin down) in eV: 5.98 / 5.54

Mulliken population analysis, charges in e, atoms 1 to 8: -1.1359 0.2775 0.4991 0.4829 0.5123 0.4338 1.1602 -1.1584

[3]
Formula: C5H10O
Source: the OMol25 dataset
Level of theory: wB97M-V/def2-TZVPD

Element x y z (Å)
C: 2.135 0.182 0.229
C: 0.657 0.501 -0.007
C: -0.073 -0.541 -0.821
C: -1.539 -0.203 -0.607
C: -1.509 0.127 0.895
O: -0.134 0.400 1.226
H: 2.520 0.732 1.086
H: 2.786 0.442 -0.620
H: 2.285 -0.882 0.424
H: 0.578 1.529 -0.389
H: 0.252 -0.771 -1.838
H: 0.123 -1.392 -0.166
H: -2.188 -1.050 -0.849
H: -1.858 0.663 -1.195
H: -1.887 -0.725 1.480
H: -2.128 0.990 1.171

Computed properties:
Energy relative to the best compared isomer or geometry (same formula, charge and spin) in kcal per mole: 14.7
F_max in eV Å⁻¹: 0.83
HOMO in eV: -9.59
Structure (SMILES): C[C@H]1CCCO1
Net charge: 0
Frontier orbital gap in eV: 10.79

Mulliken population analysis, charges in e, atoms 1 to 8: -1.4399 0.4848 -0.7061 -0.5672 -0.4112 -0.4502 0.3527 0.3441

[4]
Formula: C6H15NO
Source: the OMol25 dataset
Level of theory: wB97M-V/def2-TZVPD

Element x y z (Å)
C: -0.413 -0.254 -0.908
C: -0.040 0.590 0.075
C: -2.477 0.225 0.482
C: 2.173 -0.497 -0.664
C: 0.165 2.063 -0.060
C: 2.270 -1.456 0.480
N: -2.564 -0.878 1.337
O: -0.656 0.049 -2.192
H: -0.410 0.967 -2.373
H: -0.543 -1.309 -0.707
H: 0.132 0.137 1.041
H: -2.478 -1.782 0.892
H: -1.986 -0.833 2.166
H: -3.050 0.137 -0.433
H: -2.548 1.187 0.977
H: 2.788 0.397 -0.616
H: 2.118 -0.927 -1.660
H: -0.136 2.451 -1.037
H: -0.417 2.601 0.692
H: 1.217 2.313 0.085
H: 3.023 -2.247 0.348
H: 1.318 -1.991 0.661
H: 2.514 -0.942 1.415

Computed properties:
Energy relative to the best compared isomer or geometry (same formula, charge and spin) in kcal per mole: 144.9
F_max in eV Å⁻¹: 1.23
HOMO (spin up / spin down) in eV: -6.53 / -5.67
Net charge: 0
Frontier orbital gap (spin up / spin down) in eV: 7.34 / 6.48

Mulliken population analysis, charges in e, atoms 1 to 8: -0.2414 0.2086 -0.8353 -0.7440 -1.1637 -0.7495 -0.4082 -0.5092

[5]
Formula: C16H19BrF3IN2O3SSiV
Source: the OMol25 dataset
Level of theory: wB97M-V/def2-TZVPD

Element x y z (Å)
V: -1.107 -0.767 -0.444
C: -2.028 -2.124 3.058
C: -2.049 -0.692 2.648
C: -2.555 0.326 3.469
C: -2.561 1.635 3.037
C: -2.065 1.973 1.774
C: -1.576 0.937 1.019
N: -1.556 -0.356 1.458
N: -1.100 0.985 -0.317
Si: -0.510 2.414 -1.403
C: 0.968 3.078 -0.512
C: -0.152 1.534 -2.995
C: -1.929 3.592 -1.512
H: -1.644 -2.221 4.073
H: -1.411 -2.720 2.389
H: -3.043 -2.527 3.055
H: -2.945 0.065 4.443
H: -2.966 2.411 3.673
H: -2.069 2.987 1.404
H: 0.938 2.875 0.559
H: 1.007 4.161 -0.643
H: 1.890 2.654 -0.908
H: 0.137 0.487 -2.866
H: 0.686 2.022 -3.499
H: -1.008 1.567 -3.672
H: -2.111 4.151 -0.594
H: -2.853 3.100 -1.818
H: -1.682 4.325 -2.286
Br: 3.190 1.122 1.524
C: 4.139 -0.116 0.512
C: 5.524 -0.004 0.373
C: 6.250 -0.947 -0.333
C: 5.633 -2.042 -0.918
C: 4.255 -2.211 -0.819
C: 3.610 -1.226 -0.108
I: 1.452 -1.563 -0.121
H: 6.018 0.834 0.846
H: 7.321 -0.826 -0.419
H: 6.210 -2.778 -1.461
H: 3.756 -3.055 -1.268
F: -3.792 -3.342 0.147
C: -2.917 -3.645 -0.788
F: -3.298 -4.678 -1.471
F: -1.733 -3.861 -0.209
S: -2.714 -2.159 -1.920
O: -1.203 -1.933 -1.979
O: -3.328 -2.426 -3.152
O: -3.075 -1.016 -1.028

Computed properties:
Energy relative to the best compared isomer or geometry (same formula, charge and spin) in kcal per mole: 5.5
F_max in eV Å⁻¹: 1.43
HOMO (spin up / spin down) in eV: -14.81 / -14.81
⟨S²⟩: 1.1118
2S+1: 2
Net charge: +2
Frontier orbital gap (spin up / spin down) in eV: 5.52 / 7.04

Mulliken population analysis, charges in e, atoms 1 to 8: 0.4837 -1.4478 0.6091 -0.6052 -0.6243 -0.3739 0.6239 0.1557

[6]
Formula: CH10NO2
Source: the OMol25 dataset
Level of theory: wB97M-V/def2-TZVPD

Element x y z (Å)
C: 1.079 2.169 0.480
N: -0.961 -1.996 -0.800
H: 1.417 2.121 1.525
H: 0.380 1.361 0.363
H: 1.983 2.033 -0.115
H: 0.597 3.128 0.265
H: -0.595 -2.795 -1.310
H: -1.967 -1.883 -0.757
H: -0.273 -0.878 -1.108
H: 0.009 0.106 -2.348
O: 0.176 0.078 -1.400
H: -0.560 -1.313 0.957
H: -0.768 -1.358 2.486
O: -0.516 -0.771 1.760

Computed properties:
Energy relative to the best compared isomer or geometry (same formula, charge and spin) in kcal per mole: 0.0
F_max in eV Å⁻¹: 2.16
HOMO (spin up / spin down) in eV: -11.00 / -10.82
⟨S²⟩: 0.7565
2S+1: 2
Net charge: 0
Frontier orbital gap (spin up / spin down) in eV: 11.52 / 8.12

Mulliken population analysis, charges in e, atoms 1 to 8: -0.8423 -0.6597 0.2674 0.1287 0.2360 0.2347 0.2476 0.2657

[7]
Formula: C28H28HgN3O4PS
Source: the OMol25 dataset
Level of theory: wB97M-V/def2-TZVPD

Element x y z (Å)
Hg: 14.180 10.197 12.082
O: 15.351 6.449 13.304
C: 14.712 7.533 13.259
N: 15.312 8.811 13.350
C: 16.752 8.672 13.597
C: 17.626 9.798 13.193
C: 19.013 9.699 13.051
C: 19.747 10.835 12.739
C: 19.097 12.059 12.575
C: 17.701 12.108 12.732
N: 17.079 10.994 13.011
C: 13.252 7.546 13.170
C: 12.593 6.454 12.615
C: 11.193 6.461 12.532
C: 10.533 7.460 13.173
C: 11.224 8.531 13.738
N: 12.548 8.545 13.749
H: 17.061 7.688 13.178
H: 16.821 8.533 14.683
H: 19.529 8.734 13.069
H: 20.816 10.786 12.651
H: 19.669 12.943 12.246
H: 16.875 12.996 12.616
H: 13.165 5.574 12.275
H: 10.622 5.606 12.160
H: 9.438 7.488 13.208
H: 10.746 9.334 14.277
O: 15.694 13.689 12.621
C: 15.027 13.407 11.570
O: 15.566 12.896 10.561
C: 13.503 13.723 11.650
P: 12.712 12.089 11.329
C: 12.440 12.155 9.545
C: 11.293 12.793 8.963
C: 11.160 12.776 7.575
C: 12.074 12.124 6.762
C: 13.215 11.584 7.363
C: 13.415 11.639 8.720
C: 11.091 12.136 12.100
C: 10.754 12.656 13.351
C: 9.403 12.897 13.669
C: 8.389 12.431 12.856
C: 8.741 11.752 11.645
C: 10.075 11.530 11.318
H: 13.259 14.462 10.878
H: 13.213 14.027 12.654
H: 10.470 13.224 9.566
H: 10.275 13.282 7.158
H: 11.823 11.979 5.692
H: 13.990 11.075 6.752
H: 14.347 11.342 9.156
H: 11.517 12.764 14.149
H: 9.154 13.366 14.611
H: 7.336 12.663 13.029
H: 7.949 11.362 10.991
H: 10.243 10.893 10.474
C: 14.441 13.185 17.181
S: 14.012 11.921 15.972
C: 14.604 10.497 16.850
O: 12.519 11.849 16.046
H: 13.730 13.093 17.982
H: 14.291 14.153 16.702
H: 15.474 13.011 17.528
H: 15.596 10.655 17.230
H: 14.594 9.683 16.157
H: 13.977 10.252 17.725

Computed properties:
Energy relative to the best compared isomer or geometry (same formula, charge and spin) in kcal per mole: 0.0
F_max in eV Å⁻¹: 4.00
HOMO (spin up / spin down) in eV: -1.96 / -4.63
⟨S²⟩: 0.7596
2S+1: 2
Net charge: -1
Frontier orbital gap (spin up / spin down) in eV: 4.46 / 7.13

Mulliken population analysis, charges in e, atoms 1 to 8: 0.4014 -0.7810 0.3029 -0.0181 -0.7591 0.2374 -0.6239 -0.1975

[8]
Formula: C17H36ClFN4O3S
Source: the OMol25 dataset
Level of theory: wB97M-V/def2-TZVPD

Element x y z (Å)
C: 1.787 1.699 0.229
C: 1.276 2.890 -0.774
F: 2.124 4.081 -0.513
C: -0.358 3.207 -0.658
N: -0.532 4.291 0.382
C: -1.950 4.895 0.328
N: -2.202 5.736 -0.724
N: -2.871 4.535 1.464
C: -4.326 4.815 1.185
C: -5.189 3.466 0.703
C: -5.012 3.110 -0.886
C: -6.000 1.825 -1.300
S: -5.899 0.388 -0.103
O: -6.840 0.726 1.112
O: -4.445 0.176 0.437
Cl: -6.619 -1.429 -0.897
H: 2.937 1.468 0.040
H: 1.227 0.678 -0.028
H: 1.642 1.956 1.376
H: 1.485 2.566 -1.889
H: -0.721 3.633 -1.686
H: -0.895 2.229 -0.307
H: -0.379 3.950 1.356
H: -2.506 5.461 -1.684
H: -2.003 6.769 -0.561
H: -2.549 4.927 2.386
H: -4.814 5.103 2.237
H: -4.544 5.722 0.480
H: -4.898 2.610 1.446
H: -6.327 3.768 0.898
H: -5.390 4.002 -1.584
H: -3.907 2.789 -1.129
H: -5.727 1.423 -2.365
H: -7.142 2.167 -1.328
C: 5.299 -2.890 -0.611
C: 3.830 -3.208 -0.966
C: 3.639 -4.744 -1.075
C: 3.693 -5.502 0.247
C: 3.257 -4.673 1.449
C: 2.342 -3.468 1.112
N: 3.041 -2.618 0.131
O: 2.317 -1.491 -0.228
C: 2.168 -2.671 2.433
C: 0.951 -3.978 0.673
C: 3.569 -2.648 -2.394
H: 5.471 -1.810 -0.566
H: 5.989 -3.300 -1.359
H: 5.587 -3.306 0.359
H: 2.674 -4.956 -1.551
H: 4.391 -5.174 -1.754
H: 3.061 -6.396 0.164
H: 4.710 -5.872 0.422
H: 2.774 -5.333 2.181
H: 4.162 -4.305 1.949
H: 3.122 -2.246 2.766
H: 1.799 -3.320 3.238
H: 1.450 -1.849 2.329
H: 0.501 -4.595 1.462
H: 0.985 -4.593 -0.232
H: 0.255 -3.154 0.482
H: 4.244 -3.113 -3.125
H: 3.743 -1.568 -2.455
H: 2.543 -2.852 -2.725

Computed properties:
F_max in eV Å⁻¹: 8.22
HOMO in eV: -4.28
Net charge: 0
Frontier orbital gap in eV: 1.73

Mulliken population analysis, charges in e, atoms 1 to 8: -0.8747 0.1760 -0.3511 -0.3669 -0.2138 -0.1416 -0.2950 -0.2111

[9]
Formula: C17H15Cl3N2O2Sn
Source: the OMol25 dataset
Level of theory: wB97M-V/def2-TZVPD

Element x y z (Å)
Sn: -0.428 -1.182 -0.716
Cl: 0.338 -3.734 0.884
C: 0.053 -3.019 2.508
Cl: -1.492 -3.649 3.119
Cl: 1.371 -3.497 3.561
C: -0.101 -1.455 2.487
O: 0.063 -0.886 3.533
O: -0.492 -0.908 1.378
C: 5.267 -0.358 0.507
C: 4.209 -1.090 1.089
C: 2.938 -0.953 0.614
C: 2.641 -0.090 -0.472
C: 1.323 0.048 -1.003
C: 1.115 0.941 -2.024
C: 2.166 1.725 -2.565
C: 3.429 1.576 -2.083
C: 3.701 0.664 -1.030
C: 5.015 0.503 -0.520
H: 6.275 -0.473 0.885
H: 4.407 -1.756 1.920
H: 2.133 -1.500 1.086
H: 0.125 1.065 -2.460
H: 1.961 2.428 -3.363
H: 4.249 2.154 -2.496
H: 5.817 1.087 -0.958
C: -5.042 0.463 1.853
C: -4.136 0.637 0.682
C: -4.375 1.067 -0.607
C: -3.135 0.991 -1.265
N: -2.200 0.547 -0.435
N: -2.833 0.320 0.736
C: -2.800 1.342 -2.677
H: -6.029 0.855 1.620
H: -4.664 0.989 2.730
H: -5.147 -0.592 2.112
H: -5.315 1.394 -1.017
H: -2.265 0.045 1.525
H: -3.625 1.874 -3.147
H: -2.599 0.448 -3.271
H: -1.917 1.979 -2.718

Computed properties:
F_max in eV Å⁻¹: 0.72
HOMO in eV: -8.00
Net charge: 0
Frontier orbital gap in eV: 8.39

Mulliken population analysis, charges in e, atoms 1 to 8: 0.3093 -0.1338 0.6845 -0.1448 -0.1045 0.1926 -0.5335 -0.4508

[10]
Formula: C3H10O2Sn
Source: the OMol25 dataset
Level of theory: wB97M-V/def2-TZVPD

Element x y z (Å)
Sn: 5.710 -2.172 0.224
O: 4.288 0.181 4.826
H: 3.944 1.074 4.802
H: 4.451 0.012 5.754
C: -1.018 1.309 -1.594
C: -1.232 0.002 -0.799
C: -2.521 -0.760 -1.192
O: -0.137 -0.728 -1.229
H: -0.116 1.833 -1.279
H: -1.831 2.004 -1.383
H: -1.190 1.122 -2.654
H: -1.208 0.195 0.274
H: -2.634 -0.702 -2.274
H: -3.382 -0.295 -0.711
H: -2.607 -1.792 -0.851
H: -0.515 -1.283 -1.915

Computed properties:
F_max in eV Å⁻¹: 1.88
HOMO in eV: -15.21
Net charge: +2
Frontier orbital gap in eV: 2.18

Mulliken population analysis, charges in e, atoms 1 to 8: 1.6402 -0.6749 0.3375 0.3399 -1.0830 0.3788 -1.3503 -0.4285

[11]
Formula: C20H35GeN3O3S2TeTi
Source: the OMol25 dataset
Level of theory: wB97M-V/def2-TZVPD

Element x y z (Å)
Ti: -0.185 -0.108 -1.114
C: -2.146 2.121 1.926
C: -2.358 1.258 0.695
C: -2.746 2.112 -0.503
C: -3.422 0.205 0.961
O: -1.108 0.563 0.383
Ge: 0.682 0.622 1.737
O: 1.453 0.165 0.041
C: 2.900 0.192 -0.162
C: 3.513 -0.809 0.805
C: 3.425 1.598 0.090
C: 3.154 -0.211 -1.606
O: 0.555 -1.093 2.194
C: 0.258 -1.712 3.447
C: 0.343 -0.714 4.596
C: 1.290 -2.818 3.620
C: -1.142 -2.303 3.352
H: -3.064 2.670 2.143
H: -1.348 2.849 1.775
H: -1.907 1.517 2.804
H: -3.764 2.481 -0.364
H: -2.720 1.521 -1.421
H: -2.081 2.966 -0.630
H: -4.310 0.685 1.380
H: -3.065 -0.541 1.668
H: -3.714 -0.304 0.044
H: 3.400 -0.485 1.843
H: 4.581 -0.920 0.606
H: 3.028 -1.781 0.706
H: 3.160 1.954 1.087
H: 3.028 2.299 -0.643
H: 4.515 1.596 0.017
H: 2.949 -1.268 -1.777
H: 4.198 -0.016 -1.861
H: 2.534 0.376 -2.288
H: 1.345 -0.285 4.670
H: 0.114 -1.202 5.545
H: -0.374 0.101 4.463
H: 2.297 -2.397 3.639
H: 1.223 -3.516 2.784
H: 1.126 -3.366 4.550
H: -1.888 -1.509 3.295
H: -1.369 -2.917 4.226
H: -1.218 -2.921 2.456
C: -2.505 -4.725 -3.113
S: -3.063 -3.182 -3.859
C: -1.985 -2.045 -3.057
S: -1.908 -2.044 -1.272
N: -1.344 -1.188 -3.739
N: -0.616 -0.258 -3.035
C: -0.138 0.733 -3.882
C: 0.307 1.837 -3.238
C: 0.775 3.056 -3.850
C: 1.053 4.132 -3.092
C: 0.895 4.043 -1.662
C: 0.516 2.870 -1.115
N: 0.235 1.736 -1.847
H: -3.095 -5.513 -3.579
H: -2.682 -4.742 -2.039
H: -1.450 -4.895 -3.316
H: -0.247 0.612 -4.948
H: 0.871 3.082 -4.927
H: 1.386 5.055 -3.547
H: 1.094 4.890 -1.022
H: 0.419 2.766 -0.042
Te: 0.340 -2.878 -0.995

Computed properties:
Energy relative to the best compared isomer or geometry (same formula, charge and spin) in kcal per mole: 4.1
F_max in eV Å⁻¹: 1.34
HOMO (spin up / spin down) in eV: -6.42 / -6.37
Net charge: 0
Frontier orbital gap (spin up / spin down) in eV: 5.77 / 6.20

Mulliken population analysis, charges in e, atoms 1 to 8: -0.3561 -2.1279 1.5686 -1.7837 -1.3733 0.8824 -0.5933 1.6727

[12]
Formula: C6H9IO4S
Source: the OMol25 dataset
Level of theory: wB97M-V/def2-TZVPD

Element x y z (Å)
C: 2.154 0.109 -0.574
C: -1.658 -1.449 0.541
C: -1.010 -0.337 1.376
C: -2.181 -0.799 -0.745
C: -1.264 0.891 1.018
C: 3.364 -0.133 0.300
O: 1.888 1.392 -0.708
O: -2.986 1.797 -0.911
O: -0.736 1.223 -1.371
O: 1.503 -0.768 -1.046
S: -1.906 0.941 -0.614
I: -0.627 2.688 1.851
H: -0.993 -2.224 0.286
H: -2.517 -1.867 1.160
H: -0.342 -0.485 2.213
H: 1.122 1.592 -1.237
H: -1.587 -0.961 -1.749
H: -3.161 -0.927 -1.264
H: 3.686 0.781 0.856
H: 4.233 -0.489 -0.399
H: 3.017 -0.973 1.018

Computed properties:
Energy relative to the best compared isomer or geometry (same formula, charge and spin) in kcal per mole: 4.8
F_max in eV Å⁻¹: 3.55
HOMO in eV: -9.63
Net charge: 0
Frontier orbital gap in eV: 9.81

Mulliken population analysis, charges in e, atoms 1 to 8: 0.6855 -0.5993 -0.1717 -0.6914 -0.2603 -0.8628 -0.4219 -0.6560